No. 1
23
Properties=species:S:1:pos:R:3:forces:R:3:lowdin_spin:R:1 method="wB97M-V/def2-TZVPD" mol_weight_g_mol=122.2 homo_ev="-14.55 / -14.55" charge=+1 relative_energy_kcal_mol=9.8 multiplicity=2
C -0.3469 0.7554 0.4048 0.2 -0.1 0.3 0.007
C 0.7547 2.7258 1.4232 -0.1 -0.1 0.0 0.159
C 0.2519 1.3868 1.4942 -0.3 -0.8 0.3 0.252
C 0.0018 -2.9495 -0.2149 0.6 -0.3 -0.1 0.000
C 0.8775 3.2700 0.1930 -0.1 0.3 -1.0 0.024
C -0.8297 0.6642 -2.0508 0.3 0.1 -0.6 0.030
C -0.2526 1.3143 -0.8474 0.0 -0.2 -0.4 0.158
C 0.5067 2.5245 -0.9567 0.1 1.2 0.7 0.328
C -0.1351 -3.3448 1.2622 -0.4 -0.2 0.0 0.000
H 0.3860 -4.2777 1.5006 0.1 0.3 -0.1 0.000
H 0.8465 -3.4779 -0.6603 -0.1 -0.1 -0.1 0.000
H -1.8501 1.0011 -2.2634 -0.1 -0.1 0.4 0.014
H 0.1898 -2.5812 1.9672 0.2 0.0 0.0 0.000
H 0.3409 0.8222 2.4200 -0.2 0.2 0.0 0.010
H 1.0149 3.2886 2.3091 0.1 -0.2 0.1 0.005
H -0.8936 -3.2159 -0.7791 0.1 0.1 0.0 0.000
H -0.8003 -0.4174 -1.9644 -0.3 -0.1 0.1 0.004
H -0.3061 0.9307 -2.9689 0.3 0.1 0.1 0.002
H 0.7772 2.9564 -1.9099 -0.2 -0.2 -0.3 0.012
H -0.8131 -0.2167 0.5000 0.0 0.1 0.2 -0.003
H 1.2166 4.2881 0.0555 0.3 -0.1 0.0 -0.003
H -1.1794 -3.5503 1.4829 -0.1 0.1 0.2 0.000
H 0.2424 -1.8967 -0.3968 -0.2 0.0 0.2 0.000

***

No. 2
95
Properties=species:S:1:pos:R:3:forces:R:3:mulliken_charge:R:1 method="wB97M-V/def2-TZVPD" mol_weight_g_mol=739.7 homo_ev=-8.60
O -1.2202 -0.0991 7.0835 -0.1 -0.1 0.0 -0.656
O -0.5572 -4.5496 4.8982 0.1 -0.1 -0.1 -0.591
O 0.2869 -0.2622 2.9337 0.1 0.0 -0.3 -0.590
O 4.7299 3.9610 -5.2258 0.0 0.0 0.0 -0.639
O 2.0346 -1.0482 -0.7484 -0.5 -0.1 -0.1 -0.444
O -2.3653 4.0039 -4.2788 0.2 0.2 0.1 -0.691
O 3.9868 1.6232 -2.3615 0.0 0.1 -0.4 -0.883
O 4.6562 1.2089 -0.2464 0.0 -0.3 -0.1 -0.832
O -3.6943 -0.3975 -5.5322 -0.5 -0.2 -0.2 -0.714
O -1.2007 2.9336 3.5634 0.1 0.1 0.2 -0.626
O 1.1235 -2.2687 -3.6846 -0.3 -0.1 -0.1 -0.670
O -4.3422 1.0442 -0.3159 0.0 0.0 0.0 -0.680
N 6.9054 3.9163 -5.8582 -0.1 0.0 0.0 -0.387
N -0.4667 -1.5959 4.6055 0.0 0.2 -0.2 -0.214
N 0.1972 2.3235 -1.0644 -0.8 0.3 -0.2 0.717
N 2.2077 -3.2885 -0.3955 -0.1 0.0 0.0 -0.358
N -3.5778 2.1093 -4.0543 -0.1 0.2 0.1 -0.209
N 3.3543 -2.4034 -3.3023 -0.1 -0.1 -0.4 -0.413
N 0.4478 -2.5213 2.7137 0.0 -0.1 -0.3 -0.217
N -1.6273 -0.8390 -4.7667 0.1 -0.2 0.0 -0.205
N -0.8529 2.6472 -1.9430 0.1 0.3 0.1 -0.673
N -2.5547 -0.1857 0.3401 -0.2 0.0 -0.1 0.013
N -0.6592 2.0811 7.3800 0.0 -0.2 -0.2 -0.379
N -0.2084 2.1809 0.1860 0.3 0.0 -0.4 -0.626
N -1.3034 -5.8695 6.5760 0.0 0.0 0.0 -0.417
N -4.5591 -1.2101 -0.1820 0.0 0.0 0.0 -0.415
N -3.1404 -2.5610 -5.0848 -0.1 0.0 0.0 -0.366
N -0.3899 -6.7989 4.6695 0.0 0.1 0.0 -0.390
N -2.9289 2.7032 2.1327 0.0 0.1 0.0 -0.169
N 3.9740 -1.8413 0.0585 0.0 -0.1 -0.1 -0.307
N 6.1557 2.5509 -4.1500 -0.1 -0.1 -0.1 -0.255
N -3.6521 3.3128 -6.0189 0.0 0.1 0.0 -0.401
N 2.5143 -0.8801 -4.8153 -0.1 -0.1 -0.1 -0.322
N -3.3098 3.1218 4.3789 0.0 0.1 0.1 -0.406
N -1.8275 0.9308 9.0103 0.0 -0.1 -0.1 -0.439
C 2.0672 1.6010 0.6749 0.1 0.1 -0.2 -0.551
C 3.8369 1.5071 -1.1361 0.6 -0.2 0.2 0.271
C -1.2325 0.9047 7.7747 0.0 0.3 0.1 0.673
C 2.2591 -1.8755 -3.9221 0.3 0.2 0.1 0.678
C 0.1014 -1.3843 3.3913 -0.2 -0.1 0.5 0.553
C -3.8439 -0.0466 -0.0699 0.1 -0.1 0.1 0.695
C 1.4260 2.1603 -1.4918 0.4 -0.2 -0.5 0.613
C 2.6972 -2.0014 -0.3865 0.5 0.4 0.3 0.291
C 0.7484 1.8499 1.0224 -0.3 0.0 1.0 -0.618
C 2.4300 1.7523 -0.6316 -0.2 0.1 0.4 -0.052
C -2.8730 -1.2226 -5.1542 0.4 0.3 0.2 0.548
C 5.8477 3.4987 -5.0759 0.2 0.0 0.0 0.585
C -2.4076 2.9275 3.3674 0.0 -0.2 -0.1 0.607
C -3.1597 3.1966 -4.7500 0.0 -0.5 0.1 0.658
C -0.7390 -5.6706 5.3529 0.0 0.0 0.1 0.570
H -2.4711 -3.2386 -4.7731 0.1 0.1 0.0 0.163
H -4.0538 -2.8630 -5.3638 0.0 0.0 0.0 0.213
H 4.3400 -0.8964 0.0629 0.1 0.2 0.0 0.186
H -4.2831 2.6472 -6.4231 0.0 -0.1 0.0 0.178
H 1.2717 -3.4196 -0.7331 0.0 0.0 -0.1 0.276
H -0.2189 2.0965 6.4757 0.0 0.0 -0.1 0.205
H 0.0285 -6.6805 3.7671 0.0 0.0 0.0 0.200
H 2.7402 -4.0833 -0.0985 0.0 0.0 0.1 0.142
H 0.8730 -2.4151 1.8111 0.1 0.0 0.0 0.169
H -3.3494 4.0991 -6.5607 0.0 0.0 0.0 0.224
H 3.4338 -0.5343 -5.0131 0.0 0.1 0.1 0.152
H 1.7307 -0.4663 -5.2832 0.0 0.0 0.0 0.179
H -1.4365 0.1453 -4.7992 -0.1 0.0 0.0 0.150
H -1.4626 -6.7757 6.9718 0.0 0.0 0.0 0.164
H -3.9088 2.6747 1.9210 0.0 -0.1 -0.1 0.160
H 5.4242 2.2038 -3.5389 -0.1 0.0 0.2 0.324
H -2.0138 0.6533 0.4338 0.2 0.0 0.0 -0.111
H -0.4753 2.9683 -2.8302 0.1 -0.2 -0.1 0.211
H -4.1770 -2.1141 0.0163 0.0 0.0 0.0 0.151
H -1.8502 1.7415 9.5978 0.0 0.0 0.0 0.153
H -0.6589 2.9145 7.9353 0.0 0.0 0.0 0.173
H 4.2902 -2.0902 -3.4736 0.0 0.1 0.0 0.157
H 0.2943 -3.4383 3.0957 0.0 0.1 0.1 0.122
H -0.6146 -2.5219 4.9712 0.0 0.0 0.0 0.256
H -0.9059 -1.4669 -4.4492 0.1 0.0 0.1 0.219
H 6.7147 4.6145 -6.5500 0.0 0.0 0.0 0.228
H -0.5292 -7.7254 5.0239 0.0 0.0 0.0 0.167
H -1.5678 -5.0553 7.0986 0.0 0.0 0.0 0.212
H 4.5546 -2.5957 0.3698 0.0 -0.1 0.0 0.150
H 1.6507 2.3304 -2.5317 -0.1 0.0 -0.2 0.603
H -4.3032 3.1211 4.2527 0.0 0.0 -0.1 0.151
H -1.3023 3.4666 -1.5446 -0.3 -0.1 0.1 0.267
H 7.8367 3.5616 -5.7640 0.0 0.0 0.0 0.151
H -0.7396 -0.7904 5.1439 0.0 0.0 0.2 0.085
H -3.2186 1.9920 -3.1233 -0.1 0.0 0.1 0.084
H 2.7709 1.2989 1.4273 0.2 -0.1 0.1 0.540
H 7.0808 2.1827 -4.0446 0.1 0.1 0.0 0.168
H -2.1275 -1.0658 0.5584 0.0 0.0 0.1 0.138
H -2.9340 3.2652 5.2966 0.0 0.0 0.0 0.230
H 3.1975 -3.1352 -2.6377 -0.1 0.0 0.1 0.223
H -2.2681 2.5313 1.3969 0.0 0.1 -0.1 0.055
H -4.1848 1.4045 -4.4342 0.2 -0.1 -0.1 0.194
H 0.4467 1.7659 2.0515 -0.3 0.0 0.2 0.820
H -2.2572 0.0840 9.3290 0.0 0.0 0.0 0.212
H -5.5124 -1.1353 -0.4807 0.0 0.0 0.0 0.239

***

No. 3
96
Properties=species:S:1:pos:R:3:forces:R:3:lowdin_spin:R:1 method="wB97M-V/def2-TZVPD" mol_weight_g_mol=970.0 homo_ev="-7.62 / -7.62" relative_energy_kcal_mol=0.0 multiplicity=4
Nd -0.4946 -0.0992 0.5996 -0.4 -0.4 -0.8 3.030
As 1.7387 1.2262 2.5197 0.1 -0.2 0.0 0.000
O -6.0790 -4.7246 -1.7199 -0.2 0.1 -0.4 0.000
O -4.7296 2.6280 -4.9974 0.2 0.1 0.1 0.000
O 0.4397 0.6268 -1.4612 -0.1 0.2 0.1 -0.004
N -2.5710 0.5482 -1.0265 0.1 -0.4 0.0 -0.003
N -1.0780 2.1479 1.2541 -0.7 1.0 0.5 -0.007
N -1.6638 -1.3627 3.2369 -0.1 -0.1 0.2 0.001
N -2.5179 -1.8381 0.1863 0.0 0.2 -0.3 -0.004
N -2.5548 1.9904 3.1370 -0.2 -0.3 0.2 0.000
N -2.6064 -1.3282 4.1133 0.3 -0.2 -0.2 0.000
N -1.3089 4.2625 0.8780 -0.1 0.3 -0.1 0.000
N 0.9234 -3.4597 -0.0757 0.1 -0.4 -0.1 0.000
N 1.4515 -0.2530 -3.2754 0.2 0.6 -0.1 0.000
N 1.4806 2.0543 -2.8989 0.0 -0.2 -0.2 0.000
N -2.1240 3.9919 1.9003 -0.1 -0.5 0.5 0.000
N -0.6935 3.2089 0.4992 0.5 -0.4 -0.4 0.000
N -3.1039 -0.0872 4.2301 0.1 0.6 -0.1 0.000
N -1.4810 -0.1170 2.7298 -0.9 0.2 0.7 -0.006
C 1.1123 0.8125 -2.5050 0.1 -0.3 -0.3 0.000
C 3.8416 -1.4312 0.1354 0.0 0.1 0.1 0.000
C 2.8799 1.9669 5.0031 0.1 0.1 0.1 0.000
C -3.5183 -3.9387 0.7282 0.5 -0.3 0.3 0.000
C 2.0249 -3.3030 3.7694 0.2 0.1 -0.2 0.000
C -2.5271 1.7264 -1.6348 0.0 0.2 -0.1 0.000
C 1.0845 -1.6011 -2.8979 0.0 0.0 0.0 0.000
C 5.4693 2.3677 4.1431 0.2 0.0 -0.5 0.000
C 4.0341 0.6870 -1.0132 -0.1 0.3 0.2 0.000
C -3.4076 -0.3947 -1.5098 0.1 0.5 0.0 0.000
C -5.5616 -4.8185 -0.4113 0.1 0.0 -0.1 0.000
C -4.5051 -3.7629 -0.2129 -0.2 0.1 -0.2 0.000
C -2.5386 -2.9676 0.8823 -0.3 -0.3 -0.1 0.000
C -2.3989 0.6340 3.3718 0.3 0.2 -0.4 0.000
C -4.8679 1.2912 -4.5730 0.0 -0.1 0.2 0.000
C 2.1761 1.1981 -5.1026 -0.3 -0.1 0.4 0.000
C 1.1222 3.2321 -2.1320 0.3 0.0 -0.1 0.000
C 1.7228 -0.6339 3.1146 0.6 -0.4 -0.1 0.000
C 2.3945 -0.1236 -4.3743 -0.3 0.5 -0.2 0.000
C -1.9449 2.6928 2.1251 0.2 -0.3 -0.3 0.000
C 2.5027 -1.4832 2.2931 -0.4 0.4 0.5 0.000
C 2.2974 2.3167 -4.0800 0.0 -0.3 -0.1 0.000
C 3.1886 1.7872 3.6624 0.3 0.1 0.2 0.000
C 3.2356 1.3091 -0.0589 0.1 0.0 -0.2 0.000
C 3.0674 -0.8172 1.1168 0.1 0.3 -0.4 0.000
C 2.7688 0.5607 1.0016 0.0 -0.6 0.5 -0.001
C 4.3336 -0.6646 -0.9083 0.0 0.0 -0.2 0.000
C 2.6442 -2.8247 2.6244 -0.2 0.1 0.1 0.000
C -4.4831 -2.5890 -0.9656 0.2 -0.1 0.3 0.000
C -3.2806 2.0500 -2.7538 0.1 0.0 -0.1 0.000
C 3.8636 2.3292 5.9096 -0.2 0.0 0.1 0.000
C -4.1501 -0.1668 -2.6555 -0.1 0.1 -0.2 0.000
C 5.1649 2.5500 5.4765 -0.2 -0.2 0.3 0.000
C -3.4770 -1.6546 -0.7350 -0.3 -0.3 -0.1 0.000
C 1.2879 -2.4673 4.5877 -0.3 0.4 0.1 0.000
C -4.0790 1.0691 -3.3022 -0.2 -0.2 -0.1 0.000
C 1.1253 -1.1230 4.2651 0.3 -0.3 -0.4 0.000
C 0.5373 -2.4277 0.2751 -0.2 0.1 -0.1 -0.006
C 4.4875 1.9864 3.2307 0.1 0.0 0.1 0.000
H 4.9639 -1.1081 -1.6677 0.0 -0.1 0.0 0.000
H -6.7395 -5.4134 -1.8568 0.1 0.1 0.1 0.000
H 1.1839 1.2035 -5.5737 0.2 0.0 0.2 0.000
H 6.4832 2.5157 3.7915 0.0 0.0 0.0 0.000
H 3.3499 2.4364 -3.7896 -0.1 0.0 0.1 0.000
H -3.2976 2.4590 3.6211 -0.1 0.0 0.1 0.000
H 5.9268 2.8222 6.1963 0.0 0.0 -0.1 0.000
H -3.2060 3.0227 -3.2216 0.0 0.0 0.1 0.000
H 4.4322 1.2734 -1.8254 0.1 0.0 -0.2 0.000
H 2.9153 1.3276 -5.8843 0.2 0.0 -0.1 0.000
H 0.7932 -2.8670 5.4610 0.0 0.0 0.1 0.000
H 1.9775 3.2669 -4.5032 -0.1 0.1 0.0 0.000
H 0.5281 -0.4725 4.8721 -0.3 0.1 0.3 0.000
H 0.3869 3.8434 -2.6642 0.1 0.0 0.0 0.000
H -5.9198 1.0553 -4.3882 0.0 -0.1 0.1 0.000
H -5.2149 2.7613 -5.8127 -0.1 0.0 -0.1 0.000
H -5.1350 -5.8048 -0.2469 0.2 -0.1 0.1 0.000
H 1.8613 1.8225 5.3313 -0.1 0.0 0.2 0.000
H 3.6023 2.4196 6.9588 0.1 0.1 -0.1 0.000
H 3.1701 -3.5089 1.9736 0.1 0.0 0.0 0.000
H -4.5088 0.5927 -5.3356 0.1 0.0 0.0 0.000
H 2.0268 3.8185 -1.9496 -0.1 0.1 -0.1 0.000
H -6.3519 -4.6867 0.3227 -0.2 0.1 0.3 0.000
H 4.0685 -2.4899 0.1988 0.0 0.1 0.0 0.000
H 2.9876 2.3657 -0.1205 0.1 -0.1 -0.1 0.000
H -3.4486 -4.8538 1.3201 -0.1 0.3 -0.1 0.000
H 2.1083 -4.3447 4.0190 0.0 -0.3 0.1 0.000
H 4.7360 1.8098 2.1937 0.1 0.1 0.0 0.000
H -5.2505 -2.4465 -1.7085 0.0 0.1 -0.1 0.000
H -1.8421 2.4470 -1.2185 0.1 0.1 0.1 0.000
H -1.7309 -3.1124 1.5662 0.3 -0.1 0.4 0.000
H 0.8973 -2.1639 -3.8085 0.1 -0.1 -0.1 0.000
H -4.7875 -0.9343 -3.0827 0.1 0.0 0.2 0.000
H 0.7108 2.9625 -1.1792 -0.3 -0.1 0.4 0.000
H 2.2052 -0.9479 -5.0501 0.1 -0.2 -0.1 0.000
H 3.4260 -0.1797 -4.0217 0.1 -0.1 0.1 0.000
H 0.1717 -1.5997 -2.3249 -0.1 0.0 0.2 0.000
H 1.8655 -2.0809 -2.3114 0.0 -0.1 0.1 0.000